# C3H6Cl4Si

2 unconnected molecules or ions with the total composition C3H6Cl4Si in a non-equilibrium geometry (ωB97M-V/def2-TZVPD, OMol25).

Properties
E_tot	-61172.5659	eV
multiplicity	3
energy relative to the best compared isomer or geometry (same formula, charge and spin)	209.9	kJ/mol
expectation value of S²	2.0073

Each line ends with the Löwdin charge.
Atoms and positions in Å:
C: -1.1069 -0.7397 0.6155  -0.019
C: -0.0036 1.0313 -1.5366  -1.004
C: -0.2334 2.2798 -0.8289  -1.167
Si: 1.6787 0.5226 -1.9661  0.206
Cl: -0.1132 3.8655 -1.8253  0.475
Cl: 0.9539 2.4863 0.4397  0.607
Cl: -1.1998 0.5550 -2.6799  0.688
Cl: 2.0582 -0.9767 -3.2713  0.232
H: -0.2377 -0.2873 0.3671  -0.063
H: -1.7882 -0.2572 -0.0340  -0.007
H: -1.2916 -0.6561 1.7038  0.056
H: -1.1826 -1.7734 0.4706  0.017
H: -1.2596 2.3910 -0.4179  0.073
H: 2.9064 1.1223 -1.5946  -0.095

Forces on atoms 1 to 6 (eV/Å):
-2.218 -0.437 2.211
-1.415 0.890 -1.173
-1.249 1.124 0.431
1.649 -1.309 0.123
-0.043 -0.681 -0.316
0.214 -0.283 0.588